1.
# C20H41BIrN11O2

A molecular structure, C20H41BIrN11O2 (the ωB97M-V functional and the def2-TZVPD basis, the Open Molecules 2025 dataset).

Summary:
* energy: -1668.005055 hartree
* ΔE to the lowest compared entry with this formula, charge and spin: 0.000 eV
* frontier orbital gap (spin up / spin down): 8.3 / 6.9 eV
* 2S+1: 2
* charge: +3
* HOMO (spin up / spin down): -16.06 / -16.06 eV

```
76
Properties=species:S:1:pos:R:3:forces:R:3:mulliken_spin:R:1
Ir 0.2878 -0.1480 -0.4507 -0.209 -0.211 -0.192 0.0170
C 1.9106 -1.4961 4.5156 0.007 0.008 0.008 0.0000
N 0.9062 -0.8539 3.6631 -0.001 0.030 -0.003 0.0000
C -0.4561 -0.7071 4.1730 -0.002 -0.001 0.000 0.0000
C 1.1606 -0.5224 2.3943 -0.028 -0.029 0.011 0.0005
N 0.2686 0.0007 1.5856 -0.005 -0.095 -0.013 -0.0018
N 2.4599 -0.7396 1.9715 0.013 -0.024 0.011 0.0001
C 3.0184 -0.5549 0.7312 0.021 0.066 -0.020 0.0006
N 4.3424 -0.7620 0.6765 -0.005 -0.021 0.001 0.0000
N 2.3116 -0.2092 -0.3071 -0.027 -0.258 0.012 0.0010
H 1.4660 -1.6920 5.4848 0.000 0.001 0.000 0.0000
H 2.7701 -0.8436 4.6845 -0.001 0.000 0.002 0.0000
H 2.2301 -2.4562 4.1037 0.001 0.003 -0.003 0.0000
H -0.4472 -0.8674 5.2455 -0.003 -0.025 -0.004 0.0000
H -1.1269 -1.4379 3.7147 -0.003 0.012 -0.015 0.0000
H -0.8276 0.3049 4.0037 0.007 0.006 0.016 0.0000
H -0.6455 -0.0069 2.0128 0.003 0.068 0.009 0.0000
H 3.0728 -1.1465 2.6590 0.001 0.008 0.001 0.0000
H 4.8998 -0.9283 1.4972 -0.002 0.008 0.002 0.0000
H 4.8318 -0.7387 -0.2020 -0.001 0.006 0.000 0.0000
H 2.8674 -0.1740 -1.1518 0.012 0.108 0.012 0.0001
N -1.0701 -0.6945 -4.2974 -0.020 -0.008 0.005 0.0000
C 0.2392 -0.8703 -4.6678 0.022 0.028 -0.005 0.0000
C 0.9855 -0.6426 -3.5525 -0.013 0.068 -0.033 -0.0001
N 0.1464 -0.3243 -2.5152 0.037 0.004 0.026 -0.0004
C -1.0894 -0.3723 -2.9941 -0.016 -0.035 0.040 -0.0007
C -2.1498 -0.2162 -2.0258 0.043 -0.071 0.004 0.0009
N -1.7690 -0.0495 -0.7641 0.049 -0.022 0.019 -0.0048
C -2.9122 -0.0623 0.0004 -0.012 0.095 -0.024 -0.0001
C -3.9864 -0.2208 -0.8190 -0.002 0.027 0.012 -0.0002
N -3.4867 -0.3169 -2.0950 0.000 0.006 -0.021 -0.0001
H -1.8631 -0.8094 -4.9090 0.002 0.004 -0.001 0.0000
H 0.5212 -1.1289 -5.6731 -0.004 -0.004 0.000 0.0000
H 2.0545 -0.6898 -3.4485 0.000 -0.011 0.004 0.0000
H -2.9005 0.0487 1.0701 0.001 -0.011 0.002 0.0000
H -5.0410 -0.2652 -0.6114 0.000 -0.007 -0.003 0.0000
H -4.0434 -0.4494 -2.9251 -0.001 0.001 0.002 0.0000
C -0.8494 6.9969 -1.3001 -0.001 0.008 -0.001 0.0352
C 0.3734 6.7706 -0.4098 -0.025 0.001 0.001 -0.0361
C 1.6481 6.5930 -1.2328 -0.005 0.000 -0.002 0.0296
C 0.5240 7.8773 0.6254 0.010 -0.002 0.002 0.0248
N 0.1580 5.5191 0.3818 -0.091 0.010 0.030 0.5945
N -0.1070 4.3600 -0.1853 0.157 0.134 -0.052 0.4216
H -0.7240 7.9468 -1.8176 0.002 -0.001 -0.001 0.0010
H -1.7656 7.0489 -0.7125 0.000 0.004 -0.001 -0.0040
H -0.9548 6.2234 -2.0629 -0.004 -0.006 0.007 0.0011
H 1.8259 7.5099 -1.7925 0.000 0.000 0.000 0.0015
H 1.5627 5.7875 -1.9662 0.002 0.002 -0.002 0.0025
H 2.5125 6.4107 -0.5950 0.000 -0.002 -0.001 -0.0070
H 0.7210 8.8167 0.1124 -0.006 0.001 -0.002 -0.0003
H 1.3626 7.6864 1.2969 0.001 0.001 -0.002 -0.0056
H -0.3900 8.0061 1.2076 0.002 -0.003 0.004 -0.0061
H -0.0247 5.5799 1.3783 0.026 -0.014 0.005 -0.0222
H 0.1191 4.2983 -1.1695 -0.010 -0.018 0.000 -0.0185
H -0.0360 3.5231 0.3797 -0.057 0.120 0.029 -0.0144
C 1.0588 -4.8456 0.5893 0.007 0.025 -0.018 0.0000
C -0.3191 -4.2065 0.5527 0.005 -0.005 -0.001 -0.0002
C -1.2125 -4.7938 1.6246 0.013 -0.026 -0.005 0.0000
O -0.1225 -2.7763 0.8511 0.001 -0.016 -0.011 -0.0014
B -0.1203 -2.1262 -0.3500 0.098 0.027 0.179 -0.0065
O -0.4745 -2.8888 -1.4158 0.043 0.021 -0.039 -0.0014
C -0.9533 -4.1738 -0.8788 -0.011 -0.003 -0.005 0.0000
C -0.4898 -5.2778 -1.8042 -0.025 -0.018 0.013 0.0000
C -2.4710 -4.0838 -0.8650 0.005 0.035 0.009 0.0000
H 1.4922 -4.6989 1.5790 0.003 0.004 -0.002 0.0000
H 1.7244 -4.4031 -0.1541 -0.001 -0.005 -0.004 0.0000
H 1.0024 -5.9174 0.4042 0.000 -0.001 0.006 0.0000
H -0.6877 -4.7991 2.5800 -0.004 0.006 0.002 0.0000
H -1.4674 -5.8267 1.3840 0.005 -0.003 0.003 0.0000
H -2.1354 -4.2281 1.7369 -0.003 -0.005 -0.005 0.0000
H 0.5892 -5.2706 -1.9385 0.000 0.003 -0.004 0.0000
H -0.9590 -5.1580 -2.7802 -0.004 -0.003 0.001 0.0000
H -0.7856 -6.2515 -1.4109 0.004 0.000 0.003 0.0000
H -2.8150 -3.2553 -0.2411 -0.002 -0.003 0.004 0.0000
H -2.9210 -5.0036 -0.4939 0.000 -0.003 -0.006 0.0000
H -2.8246 -3.9268 -1.8845 0.000 0.009 0.002 0.0000
```
Forces are in eV/Å.

2.
# C3H12NO2

3 unconnected molecules or ions with the total composition C3H12NO2 in a non-equilibrium geometry (the ωB97M-V functional and the def2-TZVPD basis, the Open Molecules 2025 dataset).

Summary:
* energy: -326.487330 hartree
* ΔE to the lowest compared entry with this formula, charge and spin: 0.701 eV
* frontier orbital gap: 11.3 eV
* 2S+1: 1
* charge: +1
* HOMO: -14.30 eV

```
18
Properties=species:S:1:pos:R:3:forces:R:3:nbo_charge:R:1
C 2.6079 0.6460 -0.0252 -0.287 -0.653 0.882 -0.6506
C 1.1216 0.7632 0.2089 1.599 0.053 -0.466 -0.1200
C 0.5228 0.6388 1.3768 -1.091 0.585 -0.941 -0.1011
N -0.9302 1.0045 1.4321 0.215 -0.425 0.212 -0.7144
H 2.8132 0.4001 -1.0611 0.122 -0.039 0.003 0.2344
H 3.0648 1.5937 0.2267 0.156 0.353 -0.168 0.2479
H 3.0591 -0.0882 0.6464 0.049 -0.033 -0.189 0.2330
H 0.6794 1.0419 -0.7432 -1.010 0.159 0.538 0.2316
H 0.9012 0.3299 2.3363 0.363 0.046 -0.081 0.2328
H -1.0933 2.0069 1.4500 0.233 0.247 0.237 0.4307
H -1.4649 0.6477 0.5942 0.113 -0.476 0.034 0.4824
H -1.2937 0.6058 2.2956 -0.479 0.071 -0.165 0.4324
H -1.7033 -0.9697 -1.1190 -0.224 -0.098 0.041 0.5270
H -2.8974 0.0232 -1.1601 -0.971 0.097 -0.492 0.4983
O -2.0437 -0.1129 -0.7858 1.120 0.065 0.607 -0.9944
H -1.6151 -3.4355 -1.6388 0.359 0.370 -0.227 0.5080
H -0.5273 -2.5366 -2.3582 -0.019 -0.407 -0.168 0.4972
O -1.2012 -2.5586 -1.6759 -0.248 0.083 0.343 -0.9752
```
Forces are in eV/Å.

3.
# C23H19ClN4O2S

C23H19ClN4O2S in the gas phase in a non-equilibrium geometry (the ωB97M-V functional and the def2-TZVPD basis, the Open Molecules 2025 dataset).

Summary:
* SMILES: Cc1ccc(-n2nc3c(c2NC(=O)c2c(-c4ccccc4Cl)noc2C)CSC3)cc1
* energy: -2115.729752 hartree
* ΔE to the lowest compared entry with this formula, charge and spin: 0.000 eV
* frontier orbital gap: 8.8 eV
* 2S+1: 1
* HOMO: -8.29 eV

```
50
Properties=species:S:1:pos:R:3:forces:R:3:nbo_charge:R:1
C -3.7815 -4.6067 -1.1920 0.018 -0.014 -0.050 -0.6277
C -3.4197 -3.1866 -0.8868 0.005 0.022 0.101 -0.0106
C -2.9272 -2.8210 0.3585 -0.003 -0.088 -0.138 -0.2240
C -2.5834 -1.5091 0.6338 -0.036 0.254 -0.102 -0.1956
C -2.7104 -0.5398 -0.3559 -0.177 -0.535 -0.102 0.1126
N -2.3520 0.7957 -0.1151 0.554 0.367 0.330 -0.1887
N -3.1720 1.7964 -0.4857 -0.740 0.379 -0.263 -0.2682
C -2.5619 2.9007 -0.1163 0.516 -0.790 0.170 0.1565
C -1.3206 2.6420 0.4939 -0.097 -0.324 -0.048 -0.1588
C -1.2090 1.2686 0.4759 -0.144 0.646 -0.137 0.3252
N -0.2019 0.3985 0.8667 -0.291 -0.243 0.070 -0.6280
C 1.1291 0.7262 0.9399 -0.132 -0.188 0.314 0.6936
O 1.5688 1.8419 0.7889 -0.011 0.012 -0.046 -0.5816
C 1.9759 -0.4403 1.2645 0.342 -0.662 0.561 -0.3114
C 3.2701 -0.7120 0.7193 -0.602 -0.355 0.620 0.2253
C 3.9493 0.0404 -0.3290 0.287 0.089 -0.244 -0.0494
C 5.2767 0.4224 -0.1591 -0.125 -0.015 -0.051 -0.1751
C 5.9238 1.1715 -1.1229 0.081 0.016 -0.016 -0.2146
C 5.2525 1.5470 -2.2747 -0.011 -0.024 0.025 -0.1860
C 3.9395 1.1574 -2.4726 -0.033 0.013 0.005 -0.2283
C 3.2969 0.4063 -1.5045 0.284 0.014 0.045 -0.0206
Cl 1.6787 -0.1220 -1.8102 -0.175 -0.097 -0.354 0.0108
N 3.7865 -1.7673 1.2912 0.933 0.324 -0.913 -0.1290
O 2.8947 -2.2142 2.2051 -0.753 -0.047 0.549 -0.2673
C 1.8052 -1.4326 2.1978 -0.072 0.805 -0.616 0.3699
C 0.7032 -1.7460 3.1397 0.194 -0.163 0.005 -0.6764
C -0.5553 3.8134 0.9745 0.226 0.388 0.064 -0.5065
S -1.6457 5.2573 0.6149 -0.098 -0.141 -0.028 0.1614
C -2.9791 4.3140 -0.2345 -0.078 0.502 -0.029 -0.5364
C -3.2264 -0.8887 -1.5994 0.094 0.075 0.060 -0.1822
C -3.5773 -2.1983 -1.8544 0.035 0.030 0.139 -0.1969
H -3.7584 -5.2187 -0.2941 -0.018 -0.081 0.024 0.2158
H -3.0795 -5.0252 -1.9129 0.008 -0.097 -0.027 0.2240
H -4.7768 -4.6611 -1.6290 -0.065 -0.077 -0.017 0.2221
H -2.8256 -3.5679 1.1329 -0.006 -0.078 0.065 0.2119
H -2.2634 -1.2349 1.6294 0.017 0.070 0.087 0.2086
H -0.4342 -0.5831 0.7927 0.221 0.106 0.009 0.4216
H 5.7835 0.1252 0.7455 0.051 -0.008 0.100 0.2264
H 6.9514 1.4657 -0.9746 0.087 0.027 0.018 0.2193
H 5.7502 2.1393 -3.0272 0.045 0.050 -0.066 0.2195
H 3.4127 1.4313 -3.3735 -0.063 -0.002 -0.052 0.2299
H 0.0359 -2.4928 2.7075 -0.068 -0.028 0.011 0.2331
H 0.1353 -0.8469 3.3645 -0.028 0.010 0.014 0.2413
H 1.1162 -2.1573 4.0578 -0.040 -0.002 0.082 0.2466
H -0.3695 3.7875 2.0488 0.058 -0.018 -0.059 0.2243
H 0.3925 3.9459 0.4545 -0.089 -0.060 0.109 0.2476
H -3.9269 4.5164 0.2644 0.005 -0.053 -0.068 0.2332
H -3.0417 4.6449 -1.2720 -0.063 -0.068 0.038 0.2302
H -3.3517 -0.1195 -2.3446 0.003 0.079 -0.072 0.2375
H -3.9772 -2.4639 -2.8218 -0.046 -0.017 -0.118 0.2154
```
Forces are in eV/Å.

4.
# C2H6N4S

C2H6N4S in the gas phase in a non-equilibrium geometry (the ωB97M-V functional and the def2-TZVPD basis, the Open Molecules 2025 dataset).

Summary:
* SMILES: [H]/N=C/N(N)/C=N\S
* energy: -696.946348 hartree
* ΔE to the lowest compared entry with this formula, charge and spin: 2.169 eV
* frontier orbital gap: 9.2 eV
* 2S+1: 1
* HOMO: -8.51 eV

```
13
Properties=species:S:1:pos:R:3:forces:R:3:nbo_charge:R:1
H -0.1404 2.8266 0.3332 0.137 0.301 -0.091 0.3564
N -0.3947 1.8554 0.4032 0.691 -1.034 -0.251 -0.7299
C 0.5285 1.1080 -0.0897 -0.762 0.828 0.344 0.2911
N 0.4551 -0.2609 -0.1195 -0.340 -0.071 -0.094 -0.3238
N 1.6588 -0.8995 -0.4808 -0.548 0.226 -0.849 -0.6255
C -0.5054 -1.0832 0.5375 0.472 -0.072 0.069 0.2327
N -1.7601 -1.0953 0.5129 -0.243 0.161 -0.135 -0.5572
S -2.7671 -0.0902 -0.3930 -0.042 -0.179 0.065 0.1744
H 1.4603 1.4534 -0.5350 -0.003 0.023 0.015 0.1805
H 2.0429 -1.3172 0.3296 0.667 -0.488 0.988 0.3452
H 1.4578 -1.6473 -1.1391 -0.042 0.203 -0.003 0.3597
H -0.0086 -1.8848 1.0936 -0.105 0.073 -0.038 0.1620
H -2.0270 1.0349 -0.4528 0.118 0.027 -0.020 0.1345
```
Forces are in eV/Å.

- What is the formula in the second record?
  C3H12NO2

- Which of these has the lowest energy?
  C23H19ClN4O2S